[1]
Here is a 2-piece molecular cluster, C4H12NO2 overall in a non-equilibrium geometry from the OMol25 dataset. Energies are from ωB97M-V/def2-TZVPD.

```
19
Properties=species:S:1:pos:R:3:mulliken_charge:R:1
O 2.130 0.708 1.138 -0.412
C 2.164 -0.488 1.013 0.078
C 1.093 -1.199 0.205 -0.722
N 0.167 -0.146 -0.316 -0.213
C -1.048 0.161 0.547 -0.343
C -2.107 -0.848 0.212 -1.087
H 2.949 -1.011 1.572 0.414
H 1.407 -1.829 -0.615 0.416
H 0.542 -1.779 0.944 0.367
H -0.211 -0.332 -1.249 0.367
H 0.782 0.634 -0.621 0.446
H -1.317 1.188 0.312 0.309
H -0.644 0.175 1.557 0.335
H -1.646 -1.846 0.148 0.350
H -2.456 -0.693 -0.809 0.347
H -2.918 -1.018 0.910 0.363
H 0.366 3.399 -1.171 0.300
H 0.443 2.463 -2.360 0.289
O 0.304 2.462 -1.418 -0.603
```

Values from the calculation:
Total charge: +1
Frontier orbital gap (eV): 11.58
Total energy (eV): -9920.68221
ΔE to the lowest compared entry with this formula, charge and spin (kcal per mole): 35.69
Lowest unoccupied orbital energy (eV): -3.10

=====

[2]
Here is a 2-piece molecular cluster, C4H12NO2 overall in a non-equilibrium geometry from the OMol25 dataset. Energies are from ωB97M-V/def2-TZVPD.

```
19
Properties=species:S:1:pos:R:3:mulliken_charge:R:1
C -0.910 0.195 -0.929 -1.268
C 0.119 -0.392 0.093 0.226
C -0.535 -1.354 1.139 -0.595
C -1.210 -2.607 0.676 -0.074
O -1.229 -2.933 -0.485 -0.431
N 0.595 0.904 0.873 -0.145
H -0.491 1.021 -1.541 0.360
H -1.835 0.543 -0.405 0.377
H -1.314 -0.618 -1.661 0.342
H 0.878 -1.031 -0.533 0.258
H -1.286 -0.923 1.914 0.364
H 0.285 -1.826 1.944 0.338
H -1.845 -3.278 1.419 0.332
H 0.722 1.584 0.195 0.209
H 1.473 0.807 1.254 0.332
H -0.147 1.134 1.423 0.362
H 1.427 3.109 -1.901 0.338
H 3.094 3.076 -1.873 0.336
O 2.209 2.588 -1.600 -0.662
```

Values from the calculation:
Total charge: +1
Frontier orbital gap (eV): 10.29
Total energy (eV): -9919.34491
ΔE to the lowest compared entry with this formula, charge and spin (kcal per mole): 66.53
Lowest unoccupied orbital energy (eV): -3.34

=====

[3]
Here is a 2-piece molecular cluster, C4H12NO2 overall in a non-equilibrium geometry from the OMol25 dataset. Energies are from ωB97M-V/def2-TZVPD.

```
19
Properties=species:S:1:pos:R:3:mulliken_charge:R:1
O 0.229 0.108 -2.251 -0.419
C -0.723 -0.371 -1.717 -0.047
C -0.864 -0.363 -0.176 0.129
N 0.254 0.639 0.269 -0.275
C -0.210 2.035 -0.084 -0.939
C -0.458 -1.751 0.270 -1.360
H -1.495 -0.913 -2.286 0.412
H -1.707 0.056 0.361 0.447
H 0.242 0.548 1.291 0.449
H 1.095 0.539 -0.283 0.367
H -0.419 2.155 -1.138 0.352
H 0.606 2.718 0.159 0.381
H -1.008 2.315 0.597 0.379
H 0.582 -2.049 0.205 0.353
H -1.053 -2.437 -0.353 0.440
H -0.854 -1.962 1.266 0.354
H 1.351 -0.997 3.247 0.304
H 1.868 0.406 3.061 0.295
O 1.384 -0.292 2.599 -0.623
```

Values from the calculation:
Total charge: +1
Frontier orbital gap (eV): 11.47
Total energy (eV): -9920.58915
ΔE to the lowest compared entry with this formula, charge and spin (kcal per mole): 37.84
Lowest unoccupied orbital energy (eV): -3.26

=====

[4]
Here is a 3-piece molecular cluster, C4H12NO2 overall in a non-equilibrium geometry from the OMol25 dataset. Energies are from ωB97M-V/def2-TZVPD.

```
19
Properties=species:S:1:pos:R:3:mulliken_charge:R:1
C -1.929 1.080 2.450 -0.862
C -1.489 0.055 1.384 -0.011
C -0.300 -0.613 1.231 -0.609
N 0.507 -0.250 0.010 0.081
C 0.946 -1.233 -0.764 -0.293
H -2.781 1.610 2.077 0.338
H -1.120 1.779 2.493 0.268
H -2.126 0.626 3.422 0.306
H -2.255 -0.359 0.723 0.347
H -0.044 -1.639 1.445 0.454
H 0.843 0.816 -0.142 0.316
H 1.833 -1.111 -1.341 0.336
H 0.163 -1.966 -1.006 0.321
H 0.148 -2.378 -3.360 0.339
H -0.823 -1.262 -3.497 0.272
O -0.071 -1.479 -3.073 -0.598
H 1.474 2.836 0.185 0.363
H 2.895 2.192 0.133 0.373
O 1.932 2.087 -0.304 -0.741
```

Values from the calculation:
Total charge: +1
Frontier orbital gap (eV): 6.23
Total energy (eV): -9915.27164
ΔE to the lowest compared entry with this formula, charge and spin (kcal per mole): 160.46
Lowest unoccupied orbital energy (eV): -5.57

=====

[5]
Here is a 2-piece molecular cluster, C4H12NO3 overall in a non-equilibrium geometry from the OMol25 dataset. Energies are from ωB97M-V/def2-TZVPD.

```
20
Properties=species:S:1:pos:R:3:mulliken_charge:R:1
C -0.696 1.297 0.349 -0.390
C -0.365 -0.057 1.109 -0.603
C 1.174 -0.455 1.202 -0.626
O 1.399 -1.722 0.737 -0.910
N 0.194 1.455 -0.804 -0.283
C -0.289 2.128 -1.942 -0.432
O -1.293 1.433 -2.738 -0.553
H -1.746 1.290 0.046 0.305
H -0.483 2.105 1.070 0.227
H -0.580 0.114 2.179 0.320
H -0.969 -0.923 0.857 0.296
H 1.760 0.174 0.503 0.354
H 1.433 -0.296 2.269 0.240
H 0.737 0.626 -0.987 0.221
H 0.462 2.264 -2.720 0.275
H -0.688 3.102 -1.645 0.307
H -1.730 0.798 -2.172 0.307
H 0.402 -4.281 1.652 0.252
H 0.579 -2.731 1.480 0.452
O -0.058 -3.454 1.906 -0.760
```

Values from the calculation:
Total charge: -1
Frontier orbital gap (eV): 6.84
Total energy (eV): -11974.67202
ΔE to the lowest compared entry with this formula, charge and spin (kcal per mole): 29.53
Lowest unoccupied orbital energy (eV): 3.54

=====

[6]
Here is a 2-piece molecular cluster, C4H12NO3 overall in a non-equilibrium geometry from the OMol25 dataset. Energies are from ωB97M-V/def2-TZVPD.

```
20
Properties=species:S:1:pos:R:3:mulliken_charge:R:1
C 0.151 1.228 1.073 -0.550
C -0.140 -0.132 0.465 -0.612
C -0.402 -0.061 -1.015 -0.496
C 0.941 -0.172 -1.618 0.770
O 0.969 -1.306 -2.401 -0.499
O 1.961 0.474 -1.663 -0.646
N 1.541 1.594 0.719 -0.244
H -0.464 2.130 0.644 0.316
H 0.132 1.334 2.214 0.343
H -1.168 -0.542 1.021 0.124
H 0.443 -0.909 0.848 0.517
H -1.117 0.794 -1.219 0.342
H -0.908 -0.961 -1.315 0.251
H 1.554 -1.520 -3.207 0.387
H 1.743 2.470 1.047 0.322
H 2.287 0.931 1.098 0.371
H 1.704 1.474 -0.336 0.312
H -2.782 -2.404 1.963 0.331
H -3.376 -2.534 0.525 0.322
O -3.069 -1.888 1.157 -0.660
```

Values from the calculation:
Total charge: +1
Frontier orbital gap (eV): 11.50
Total energy (eV): -11967.82265
ΔE to the lowest compared entry with this formula, charge and spin (kcal per mole): 40.89
Lowest unoccupied orbital energy (eV): -3.10

=====

[7]
Here is a 2-piece molecular cluster, C4H12NO3 overall in a non-equilibrium geometry from the OMol25 dataset. Energies are from ωB97M-V/def2-TZVPD.

```
20
Properties=species:S:1:pos:R:3:mulliken_charge:R:1
O -1.159 1.177 -1.444 -0.507
C -1.954 0.571 -0.519 0.351
C -1.056 -0.285 0.366 0.366
N 0.409 -0.125 0.136 -0.045
C 1.147 -1.354 -0.193 -0.855
C -1.539 -0.063 1.801 -1.474
O -3.131 0.657 -0.446 -0.452
H -1.545 1.496 -2.275 0.383
H -1.363 -1.335 0.068 0.179
H 0.795 0.335 0.986 0.407
H 0.507 0.613 -0.599 0.403
H 2.193 -1.135 -0.303 0.245
H 0.884 -1.950 -1.050 0.395
H 1.090 -2.028 0.723 0.373
H -0.893 -0.671 2.437 0.441
H -1.509 0.950 2.193 0.410
H -2.531 -0.482 1.970 0.380
H 3.589 0.533 -0.988 0.305
H 3.188 1.966 -1.613 0.301
O 2.878 1.130 -1.250 -0.605
```

Values from the calculation:
Total charge: +1
Frontier orbital gap (eV): 11.86
Total energy (eV): -11968.70821
ΔE to the lowest compared entry with this formula, charge and spin (kcal per mole): 20.47
Lowest unoccupied orbital energy (eV): -3.10

=====

[8]
Here is a 2-piece molecular cluster, C4H12NO3 overall in a non-equilibrium geometry from the OMol25 dataset. Energies are from ωB97M-V/def2-TZVPD.

```
20
Properties=species:S:1:pos:R:3:mulliken_spin:R:1
O 0.381 -1.462 -0.996 0.051
C 0.615 -0.277 -1.436 0.006
C 0.126 0.887 -0.496 0.059
N -0.289 0.357 0.843 0.006
C -1.731 0.693 1.151 0.005
C 1.204 1.939 -0.364 0.000
O 1.152 0.054 -2.483 0.851
H 0.715 -2.200 -1.551 0.000
H -0.772 1.253 -1.006 0.001
H 0.293 0.791 1.566 0.000
H -0.262 -0.667 0.975 0.003
H -1.990 0.164 2.060 0.002
H -2.313 0.203 0.364 0.001
H -2.022 1.738 1.104 -0.001
H 0.968 2.698 0.379 -0.001
H 2.165 1.469 -0.119 0.007
H 1.420 2.433 -1.317 0.010
H -1.509 -1.588 3.260 0.000
H -0.621 -2.734 3.033 0.000
O -0.959 -1.963 2.560 0.000
```

Values from the calculation:
Total charge: +2
Frontier orbital gap (spin up / spin down) (eV): 10.02 / 4.84
Total energy (eV): -11954.51871
ΔE to the lowest compared entry with this formula, charge and spin (kcal per mole): 20.39
Multiplicity: 2
Lowest unoccupied orbital energy (spin up / spin down) (eV): -9.15 / -14.32

=====

[9]
Here is a 3-piece molecular cluster, C4H12NO4 overall from the OMol25 dataset. Energies are from ωB97M-V/def2-TZVPD.

```
21
Properties=species:S:1:pos:R:3:mulliken_charge:R:1
C -0.365 0.603 -0.609 -0.522
N -0.874 -0.582 -1.289 -0.145
C -1.732 -1.553 -0.654 0.454
O -2.436 -2.199 -1.443 -0.769
O -1.644 -1.691 0.607 -0.882
C 0.966 1.065 -1.191 -0.319
C 1.764 1.872 -0.163 -1.198
H -0.227 0.360 0.429 0.329
H -1.099 1.417 -0.649 0.257
H -1.079 -0.433 -2.262 0.237
H 1.553 0.200 -1.502 0.268
H 0.836 1.665 -2.097 0.322
H 2.022 1.248 0.693 0.311
H 2.694 2.274 -0.571 0.366
H 1.157 2.713 0.178 0.288
H 1.280 -1.816 0.357 0.300
H 0.000 -2.013 1.107 0.415
O 0.980 -2.095 1.227 -0.715
H -1.623 -0.549 1.932 0.417
H -0.698 -0.459 3.142 0.296
O -1.473 -0.026 2.757 -0.709
```

Values from the calculation:
Total charge: -1
Frontier orbital gap (eV): 8.48
Total energy (eV): -14025.71639
ΔE to the lowest compared entry with this formula, charge and spin (kcal per mole): 0.00
Lowest unoccupied orbital energy (eV): 3.54

=====

[10]
Here is one molecule with the formula C4H12NOP in a non-equilibrium geometry from the OMol25 dataset. Energies are from ωB97M-V/def2-TZVPD.

```
19
Properties=species:S:1:pos:R:3:mulliken_charge:R:1
C 2.282 -0.703 -0.457 -1.210
C 1.313 -0.304 0.635 -0.157
N 0.617 0.886 0.105 -0.369
P -1.132 0.977 0.077 0.792
C -1.377 0.160 -1.620 -0.971
C -1.726 -0.292 1.339 -1.066
O -1.623 2.306 0.312 -0.713
H 2.902 0.124 -0.967 0.299
H 3.147 -1.424 -0.168 0.322
H 1.879 -1.154 -1.311 0.316
H 0.649 -1.188 0.791 0.085
H 1.721 -0.099 1.636 0.396
H 0.915 1.782 0.662 0.306
H -1.205 0.919 -2.385 0.310
H -0.679 -0.716 -1.493 0.233
H -2.454 0.054 -1.811 0.373
H -1.123 0.095 2.151 0.319
H -2.740 -0.114 1.330 0.388
H -1.365 -1.308 1.174 0.349
```

Values from the calculation:
Total charge: 0
Frontier orbital gap (eV): 10.32
Total energy (eV): -17169.14372
ΔE to the lowest compared entry with this formula, charge and spin (kcal per mole): 41.55
Lowest unoccupied orbital energy (eV): 0.83
SMILES string: CCNP(C)(C)=O

=====

[11]
Here is C4H12NOP as an isolated structure in a non-equilibrium geometry from the OMol25 dataset. Energies are from ωB97M-V/def2-TZVPD.

```
19
Properties=species:S:1:pos:R:3:mulliken_charge:R:1
C 2.121 0.101 1.239 -1.416
C -1.745 -1.448 -0.847 -0.790
C 1.678 0.181 -0.247 0.008
C 0.600 1.219 -0.509 -1.129
N -1.551 -0.914 0.484 -0.177
O -2.389 1.280 -0.394 -0.461
P -1.359 0.701 0.766 0.163
H 2.677 -0.786 1.250 0.344
H 2.827 0.858 1.435 0.388
H 1.418 0.176 1.982 0.421
H -1.644 -2.583 -0.842 0.300
H -2.804 -1.346 -1.015 0.315
H -0.858 -1.128 -1.460 0.247
H 2.489 0.519 -0.886 0.361
H 1.105 -0.818 -0.498 0.127
H 0.935 2.202 -0.060 0.423
H 0.409 1.097 -1.607 0.287
H -1.334 -1.515 1.304 0.274
H -2.575 2.205 -0.094 0.316
```

Values from the calculation:
Total charge: 0
Frontier orbital gap (eV): 8.44
Total energy (eV): -17167.15123
ΔE to the lowest compared entry with this formula, charge and spin (kcal per mole): 87.50
Lowest unoccupied orbital energy (eV): 0.90

=====

[12]
Here is a 2-piece molecular cluster, C4H12NOS overall in a non-equilibrium geometry from the OMol25 dataset. Energies are from ωB97M-V/def2-TZVPD.

```
19
Properties=species:S:1:pos:R:3:mulliken_charge:R:1
C -0.188 -1.192 1.852 -0.271
N 0.936 -0.211 1.719 -0.450
C 0.905 0.570 0.478 -0.484
C -0.393 0.823 -0.270 -0.728
S -0.288 1.943 -1.680 -0.623
C 0.125 -2.201 2.970 -1.251
H -1.049 -0.618 2.220 0.245
H -0.487 -1.749 0.968 0.380
H 0.791 0.357 2.542 0.304
H 1.685 0.190 -0.195 0.214
H 1.326 1.560 0.731 0.309
H -1.000 1.289 0.535 0.194
H -0.989 -0.065 -0.509 0.272
H 0.625 -1.678 3.790 0.312
H -0.800 -2.657 3.282 0.368
H 0.753 -3.039 2.664 0.301
H -0.406 -0.269 -2.836 0.253
H -1.287 -1.129 -3.614 0.300
O -0.434 -1.209 -3.149 -0.645
```

Values from the calculation:
Total charge: -1
Frontier orbital gap (eV): 6.34
Total energy (eV): -18715.96270
ΔE to the lowest compared entry with this formula, charge and spin (kcal per mole): 18.26
Lowest unoccupied orbital energy (eV): 3.60

=====

The highest total charge belongs to which entry? number 8

=====

What is the total energy in the sixth record? -11967.82265 eV

=====

Among the records above, which one has the lowest ΔE to the lowest compared entry with this formula, charge and spin? C4H12NO4